The following is a DFT calculation (ωB97M-V with the def2-TZVPD basis set) of a 12-piece molecular cluster, C60H171N30O9P9 overall at a distorted geometry.

Computed properties:
LUMO energy   0.08 eV
Net charge   0
HOMO energy   -7.5 eV
Orbital gap   0.2800 Eh
Spin multiplicity   1

Last column: Mulliken charge in e.
CARTESIAN COORDINATES (ANGSTROEM)
C  -1.800870  -26.299050  -7.139650  -0.925
N  -2.186570  -24.978260  -7.766790  0.267
C  -3.562730  -25.133940  -8.216150  -0.848
P  -1.328250  -23.579690  -8.147440  0.347
O  -2.050370  -22.267190  -7.970970  -0.882
N  0.052040  -23.639470  -7.101260  0.091
C  1.331260  -23.150170  -7.617950  -1.111
C  -0.123270  -23.391070  -5.647940  -1.145
N  -0.701600  -23.871790  -9.729070  0.610
C  -0.413440  -25.200630  -10.239150  -1.258
C  -0.256610  -22.693810  -10.521760  -1.253
H  -0.867100  -26.157080  -6.595570  0.335
H  -1.645140  -27.018380  -7.943650  0.111
H  -2.515560  -26.596650  -6.372360  0.458
H  -3.628370  -24.710870  -9.218550  -0.011
H  -4.151370  -24.521020  -7.533560  0.354
H  -3.973160  -26.142570  -8.168150  0.395
H  1.805490  -23.801230  -8.352340  0.228
H  1.301310  -22.085140  -7.847960  0.374
H  1.994920  -23.049200  -6.759200  0.466
H  -1.114520  -23.702660  -5.318620  0.361
H  0.667880  -23.915520  -5.112090  0.347
H  0.042750  -22.325390  -5.490250  0.389
H  0.246400  -25.778900  -9.592380  0.309
H  -1.341290  -25.771580  -10.273940  0.275
H  0.120130  -25.119080  -11.186120  0.552
H  -0.717100  -21.730880  -10.300830  0.290
H  -0.399140  -22.927080  -11.576920  0.406
H  0.812980  -22.598950  -10.334500  0.421
C  -6.209370  -28.362010  -22.257320  -1.118
N  -5.515780  -29.227650  -21.308000  0.373
C  -4.184590  -29.713040  -21.848950  -1.050
P  -6.469440  -30.188090  -20.289840  0.246
O  -7.141330  -31.296940  -20.926670  -0.818
N  -5.532250  -30.573480  -18.878830  0.674
C  -4.503230  -29.782490  -18.210460  -0.525
C  -6.009670  -31.707840  -18.091330  -1.084
N  -7.489090  -28.987690  -19.597000  0.264
C  -8.697590  -29.510490  -18.891870  -0.847
C  -6.937300  -27.718030  -19.024410  -1.046
H  -6.417360  -27.424880  -21.740980  0.166
H  -7.099170  -28.877240  -22.619120  0.356
H  -5.600580  -28.331530  -23.160950  0.515
H  -3.460840  -30.185130  -21.184560  0.251
H  -3.754570  -28.924790  -22.466890  0.381
H  -4.454580  -30.501080  -22.551940  0.408
H  -3.682800  -29.536170  -18.884500  -0.293
H  -4.949990  -28.857050  -17.847040  -0.020
H  -4.017200  -30.317180  -17.394380  0.386
H  -6.721140  -32.364050  -18.592640  0.295
H  -5.171190  -32.381090  -17.913070  0.269
H  -6.498530  -31.282310  -17.214960  0.392
H  -8.348000  -29.953700  -17.959420  0.209
H  -9.408700  -28.694810  -18.761160  0.375
H  -9.151080  -30.323390  -19.459010  0.278
H  -5.929780  -27.513590  -19.386640  0.475
H  -7.051330  -27.696500  -17.940610  -0.106
H  -7.513160  -26.913720  -19.482210  0.472
C  -8.700540  -25.182820  -11.110100  -0.865
N  -9.477880  -26.320910  -11.534410  0.328
C  -9.307930  -27.497830  -10.739410  -1.316
P  -10.036990  -26.532800  -13.100350  0.221
O  -11.328720  -27.307150  -13.150820  -0.843
N  -10.247260  -24.893790  -13.740330  0.375
C  -9.172070  -24.032820  -14.284040  -1.257
C  -11.572010  -24.429860  -14.030890  -1.174
N  -8.755480  -27.260540  -14.058440  0.581
C  -7.318710  -27.225120  -13.740760  -0.625
C  -9.132220  -28.175270  -15.132700  -0.692
H  -7.645250  -25.171050  -11.382730  0.324
H  -8.559020  -25.190950  -10.029360  0.446
H  -9.251100  -24.274050  -11.353260  0.166
H  -10.122490  -28.199030  -10.920830  0.353
H  -9.501770  -27.320450  -9.681550  0.394
H  -8.383080  -28.021800  -10.980650  0.415
H  -9.215830  -23.150020  -13.646200  0.433
H  -8.216420  -24.535230  -14.134310  0.236
H  -9.333350  -23.775430  -15.330860  0.459
H  -11.665470  -24.259630  -15.103450  0.337
H  -12.334100  -25.147970  -13.728150  0.367
H  -11.819090  -23.562070  -13.419340  0.307
H  -7.005800  -28.040460  -13.088520  0.233
H  -6.724630  -27.304710  -14.651170  0.183
H  -7.123880  -26.271620  -13.249880  -0.205
H  -8.944290  -29.201300  -14.816400  0.240
H  -8.522810  -27.951320  -16.008240  0.043
H  -10.187400  -28.023190  -15.359770  0.381
C  2.394540  -35.761330  -12.228430  -1.280
N  2.305850  -34.332150  -12.047400  0.581
C  3.555530  -33.583960  -12.313000  -1.056
P  0.969490  -33.764780  -11.117620  0.584
O  -0.217710  -34.645270  -11.083710  -1.010
N  1.625340  -33.586300  -9.521690  0.177
C  2.667420  -32.641770  -9.116080  -1.260
C  1.193940  -34.413940  -8.312970  -1.001
N  0.731620  -32.072850  -11.519240  0.395
C  0.558550  -31.748820  -12.969050  1.211
C  -0.105910  -31.254150  -10.713030  -1.087
H  2.147050  -36.316300  -11.323520  0.311
H  3.378950  -36.120500  -12.528510  0.495
H  1.629810  -36.133930  -12.909940  0.243
H  3.344490  -32.522480  -12.183290  0.337
H  3.923000  -33.850690  -13.303920  0.382
H  4.386890  -33.799460  -11.641810  0.294
H  3.480280  -33.218770  -8.675140  0.359
H  2.985020  -31.970220  -9.913730  0.323
H  2.132670  -31.973600  -8.441030  0.489
H  1.469350  -33.940600  -7.370520  0.353
H  0.116410  -34.559650  -8.389030  0.292
H  1.624230  -35.414450  -8.356630  0.281
H  -0.485650  -31.709210  -13.279160  0.018
H  1.077670  -30.816870  -13.192900  0.255
H  0.974040  -32.558120  -13.569470  -1.598
H  0.067680  -31.461620  -9.657130  0.313
H  -1.167600  -31.422870  -10.893160  0.309
H  0.000910  -30.189350  -10.920080  0.301
C  -6.175190  -33.846750  -2.678660  -1.049
N  -6.530140  -32.839730  -3.682340  0.320
C  -5.397840  -31.995830  -3.922360  -1.197
P  -7.590990  -33.141600  -4.934370  0.439
O  -7.126850  -34.143770  -5.911490  -0.867
N  -9.040580  -33.545610  -4.071460  0.214
C  -9.299470  -33.057990  -2.693030  -1.077
C  -9.731580  -34.817810  -4.354270  -0.971
N  -8.071360  -31.606180  -5.664840  0.344
C  -8.449730  -30.442580  -4.995330  -0.971
C  -8.451270  -31.645930  -7.107550  -1.357
H  -5.107730  -33.937680  -2.477750  0.354
H  -6.704920  -34.795990  -2.758890  0.337
H  -6.500820  -33.513210  -1.693350  0.321
H  -4.532230  -32.549420  -4.286170  0.369
H  -5.181230  -31.447220  -3.005730  0.392
H  -5.599060  -31.261020  -4.701900  0.314
H  -10.373800  -32.948660  -2.544800  0.331
H  -8.922070  -33.794630  -1.983790  0.359
H  -8.751280  -32.167550  -2.385290  0.354
H  -9.146330  -35.630120  -3.923310  0.299
H  -10.796930  -34.880180  -4.132360  0.346
H  -9.750200  -34.904840  -5.440630  0.283
H  -9.299920  -29.932520  -5.448230  0.376
H  -8.796020  -30.708630  -3.996630  0.241
H  -7.641510  -29.738330  -4.798060  0.273
H  -7.865290  -32.453670  -7.546050  0.403
H  -7.983450  -30.771290  -7.559480  0.541
H  -9.502860  -31.864690  -7.293030  0.279
C  -2.177180  -35.260050  -16.813120  -1.882
N  -1.329400  -34.003570  -16.884480  0.720
C  -1.812420  -32.934490  -15.921360  -0.012
P  0.304530  -34.055140  -17.446770  -0.058
O  0.887190  -32.707500  -17.312920  -0.834
N  1.030240  -35.282130  -16.526560  0.535
C  2.063500  -34.890370  -15.504570  -0.433
C  0.579360  -36.681500  -16.523720  -1.239
N  0.284280  -34.762790  -19.040250  0.363
C  -0.849530  -34.428230  -19.890190  -0.928
C  1.515430  -34.927250  -19.688250  -1.007
H  -1.975380  -35.754460  -15.862890  0.510
H  -1.891930  -35.969900  -17.589560  0.679
H  -3.205850  -34.899640  -16.820400  0.502
H  -1.630050  -33.221760  -14.885830  -0.143
H  -2.876370  -32.736050  -16.050670  0.144
H  -1.324400  -31.983120  -16.133130  -0.266
H  2.539360  -35.713790  -14.971990  0.497
H  2.861590  -34.388760  -16.051870  0.320
H  1.696110  -34.084560  -14.869110  -0.507
H  1.425840  -37.345830  -16.697620  0.472
H  0.006910  -36.925710  -15.628870  0.245
H  -0.198730  -36.840520  -17.270300  0.342
H  -1.784810  -34.533790  -19.340450  0.205
H  -0.752410  -33.402530  -20.246010  0.368
H  -0.988760  -35.066190  -20.762950  0.323
H  2.296080  -35.344660  -19.052280  0.270
H  1.830110  -33.966210  -20.095060  0.301
H  1.327880  -35.609950  -20.517010  0.370
C  -7.325600  -20.835390  -14.397940  -0.506
N  -6.385010  -20.790340  -13.249820  0.344
C  -6.126150  -19.397390  -12.819430  -0.923
P  -5.548160  -22.167110  -12.599290  -0.976
O  -6.302330  -23.448870  -12.921930  -0.194
N  -3.965900  -22.133270  -13.210500  0.605
C  -3.236840  -20.902900  -13.609900  -1.033
C  -3.104700  -23.276050  -13.018820  -0.911
N  -5.398030  -21.817140  -10.892000  0.583
C  -6.126940  -22.552740  -9.884950  -0.726
C  -4.295730  -20.916890  -10.478820  -1.047
H  -6.715800  -20.912870  -15.298080  0.348
H  -7.967970  -19.966310  -14.539950  0.369
H  -7.894470  -21.763770  -14.346990  -0.216
H  -5.100480  -19.046200  -12.932500  0.266
H  -6.303170  -19.269840  -11.751490  0.275
H  -6.719850  -18.666910  -13.369000  0.417
H  -3.301120  -20.087080  -12.889890  0.245
H  -2.186180  -21.135260  -13.783770  0.421
H  -3.795630  -20.517020  -14.462510  0.316
H  -3.683350  -24.198430  -13.068670  0.070
H  -2.299760  -23.169510  -13.746010  0.391
H  -2.636390  -23.166440  -12.040670  0.280
H  -5.713550  -23.530540  -9.637760  0.138
H  -6.070880  -22.053260  -8.917750  0.402
H  -7.171130  -22.713990  -10.152860  0.185
H  -3.356200  -21.466570  -10.421920  0.212
H  -4.456870  -20.611750  -9.444880  0.434
H  -4.282570  -19.952410  -10.986470  0.277
C  -0.722840  -28.447250  -18.336930  -1.087
N  -0.413010  -28.417650  -16.960060  0.254
C  0.707510  -29.277700  -16.538360  -0.440
P  -1.697830  -27.920460  -15.892810  0.082
O  -2.683430  -29.040970  -15.634500  -0.113
N  -0.821250  -27.444660  -14.505320  1.014
C  -1.099830  -27.801820  -13.097880  -0.511
C  0.299510  -26.517330  -14.643900  -1.088
N  -2.393720  -26.509700  -16.505570  0.197
C  -3.681240  -26.100520  -16.050730  -0.857
C  -1.530480  -25.390630  -17.058740  -1.359
H  -1.249630  -29.360500  -18.613600  0.248
H  0.180390  -28.465320  -18.946810  0.421
H  -1.264530  -27.543260  -18.615290  0.281
H  0.296130  -30.256240  -16.290700  -0.092
H  1.232210  -28.925480  -15.650250  0.164
H  1.414110  -29.410930  -17.357550  0.341
H  -1.577350  -28.781610  -13.089210  -0.486
H  -0.201200  -28.020950  -12.521210  0.686
H  -1.702640  -27.065310  -12.566600  0.092
H  0.685540  -26.164310  -13.687630  0.375
H  1.089900  -26.940450  -15.263870  0.311
H  -0.006250  -25.579060  -15.106770  0.169
H  -3.749580  -25.039760  -15.809440  0.537
H  -4.357010  -26.433380  -16.838540  0.259
H  -3.962380  -26.625010  -15.137510  -0.197
H  -0.448060  -25.486510  -17.144130  0.459
H  -1.696720  -24.581040  -16.348090  0.273
H  -1.989040  -25.030900  -17.979840  0.398
C  -6.845120  -38.338410  -12.026210  -0.981
N  -5.441510  -38.135470  -12.142310  0.310
C  -4.517830  -38.962950  -11.308060  -0.842
P  -4.883460  -36.908700  -13.144930  0.609
O  -5.939000  -36.164610  -13.904390  -0.939
N  -3.971330  -35.915290  -12.093860  0.405
C  -4.572250  -35.483530  -10.819580  -1.119
C  -3.169700  -34.848470  -12.721510  -0.535
N  -3.724840  -37.645390  -14.173640  0.324
C  -2.373090  -38.071250  -13.771810  -1.282
C  -4.121270  -37.993250  -15.514010  -1.096
H  -7.347180  -38.488510  -12.981980  0.268
H  -7.191420  -37.399270  -11.594700  0.306
H  -7.172270  -39.209190  -11.458040  0.342
H  -3.478310  -39.032620  -11.628440  0.175
H  -4.920750  -39.971020  -11.210350  0.358
H  -4.458450  -38.463160  -10.341220  0.325
H  -4.352610  -34.469770  -10.484700  0.427
H  -5.652190  -35.560730  -10.945620  0.281
H  -4.432580  -36.195800  -10.006400  0.195
H  -3.755680  -34.110370  -13.269170  0.071
H  -2.562460  -34.310630  -11.993440  0.627
H  -2.536580  -35.386640  -13.426940  -0.267
H  -1.694970  -38.137030  -14.622640  0.312
H  -1.989070  -37.370260  -13.030700  0.478
H  -2.351950  -39.075650  -13.348930  0.371
H  -4.325850  -39.062740  -15.563610  0.320
H  -3.389760  -37.658130  -16.249310  0.257
H  -5.056000  -37.505860  -15.791180  0.292
C  -6.720680  -32.696300  -12.551290  0.117
C  -7.847730  -33.573030  -12.199490  0.009
N  -8.707540  -34.259540  -11.949270  -0.535
H  -7.115620  -31.838750  -13.096010  0.266
H  -6.008500  -33.252390  -13.160930  -0.022
H  -6.216520  -32.438200  -11.619990  0.149
C  -4.204150  -29.494320  -13.259730  0.710
C  -5.130140  -29.633410  -12.089630  -0.700
N  -5.852300  -29.717730  -11.184760  -0.342
H  -4.702160  -29.743260  -14.196810  0.450
H  -3.330920  -30.105110  -13.030600  0.067
H  -3.856350  -28.469310  -13.388130  -0.156
C  -3.543500  -29.477520  -8.162350  -1.019
C  -3.025940  -28.793170  -9.363040  0.309
N  -2.598660  -28.187570  -10.233170  -0.188
H  -3.196340  -28.952080  -7.272690  0.281
H  -3.122990  -30.482710  -8.133080  0.420
H  -4.604850  -29.716290  -8.230420  0.277

Forces on the atoms, in the same order (eV/Å):
C 1.5 2.1 -0.2
N 0.3 -1.7 0.8
C -0.3 1.9 0.0
P 1.3 0.0 0.5
O 0.4 -1.9 -0.9
N -0.9 -1.0 -0.7
C -0.1 0.4 1.3
C 0.3 0.3 -1.3
N -1.2 2.1 1.5
C -0.1 0.0 0.7
C 0.7 -1.2 0.2
H 0.2 -0.1 -0.2
H -0.2 -0.3 0.3
H -0.4 0.0 -0.3
H -0.5 -0.2 -0.2
H -0.6 0.1 -0.2
H 0.6 0.0 -0.2
H -0.2 0.3 -0.2
H -0.3 0.1 -1.1
H 0.3 -0.7 0.2
H 0.1 0.1 0.0
H -0.1 -0.2 0.1
H -0.4 0.2 0.4
H 0.3 0.1 0.3
H 0.1 -0.2 -0.6
H -0.4 0.0 -0.2
H -0.4 -0.4 0.4
H 0.0 0.1 -0.1
H 0.2 0.4 -0.3
C -0.1 -1.1 0.1
N 1.9 -0.7 1.2
C -1.8 -0.6 -0.6
P 2.0 3.6 2.8
O -1.0 -1.4 -0.2
N -0.1 -1.3 -2.1
C -0.3 0.3 -0.7
C 0.1 0.1 -0.5
N -0.3 -0.3 -1.0
C 1.4 0.2 -0.6
C -0.9 -0.9 -1.4
H -0.2 0.2 -0.7
H -0.5 0.4 0.2
H 0.1 0.8 0.2
H -0.3 0.5 0.6
H 0.2 0.1 0.5
H 0.3 -0.3 -0.3
H -0.1 0.2 -0.2
H 0.4 0.1 0.4
H -0.4 -0.1 0.1
H -0.2 0.5 -0.4
H 0.1 0.1 0.8
H 0.2 -0.6 0.6
H -0.5 0.2 0.5
H 0.0 -0.1 0.2
H 0.0 0.2 -0.2
H 0.2 -0.5 0.4
H 0.3 0.1 0.1
H -0.3 0.3 0.4
C 0.2 0.4 0.7
N -0.1 0.4 -0.7
C -0.9 -1.3 0.0
P -0.2 0.9 -1.7
O 1.9 0.9 -0.1
N 1.0 -2.5 0.4
C -0.8 -1.1 1.4
C -0.5 -0.3 0.5
N -1.0 0.6 1.0
C -1.1 0.3 0.4
C 0.0 0.6 0.6
H 0.0 0.2 -1.0
H -0.7 -0.2 0.3
H 0.5 0.1 -0.2
H 0.0 -0.1 -0.6
H 0.8 0.5 0.1
H 0.3 0.0 0.6
H 0.4 0.4 -0.3
H 0.0 0.3 -0.2
H -0.1 -0.1 -0.1
H -0.3 0.4 -0.1
H 0.2 -0.3 -0.2
H 0.1 0.6 -0.3
H 0.0 -0.1 0.2
H -0.1 0.2 -0.2
H 0.4 -0.1 0.0
H -0.2 -0.3 -0.2
H 0.0 -0.1 -0.2
H 0.1 -0.3 -0.1
C -0.9 -1.0 0.4
N -0.6 1.2 0.0
C -0.9 0.0 0.4
P 1.8 1.7 2.1
O 0.6 0.0 -0.5
N -0.9 -0.8 0.2
C -1.2 0.0 -0.6
C -0.4 0.2 -2.2
N 1.1 -2.0 -2.0
C 0.4 -0.9 0.6
C -0.8 0.0 1.0
H 0.2 0.1 0.5
H 0.0 0.4 -0.2
H 0.2 0.1 -0.4
H 0.1 0.0 -0.5
H -0.2 0.4 -0.2
H -0.1 -0.4 0.5
H 0.2 0.5 0.2
H 0.2 -0.4 -0.2
H 0.7 0.2 0.7
H 0.0 0.2 -0.2
H 0.0 0.1 0.3
H 0.3 0.0 0.1
H -0.2 0.3 0.2
H -0.1 0.1 -0.1
H 0.3 0.1 0.0
H 0.1 0.2 0.0
H -0.4 -0.3 -0.1
H 0.6 0.1 0.0
C -1.2 0.2 1.2
N 0.1 0.0 -0.2
C 0.2 1.0 -0.5
P -2.5 1.2 0.5
O -0.5 0.3 -0.1
N 0.2 0.2 0.5
C 0.6 -0.8 -0.3
C 1.0 0.5 -1.2
N 1.5 -3.1 -1.5
C -0.6 0.6 2.2
C 2.1 -0.9 0.9
H 0.1 -0.4 -1.0
H 0.4 -0.1 -0.6
H -0.3 0.4 0.2
H 0.2 -0.2 0.3
H 0.4 0.0 0.0
H -0.3 0.1 0.0
H 0.1 0.2 0.0
H -0.3 -0.4 0.3
H -0.2 0.2 -0.6
H -0.4 -0.4 0.0
H 0.1 0.5 0.8
H 0.4 -0.4 -0.1
H 0.1 0.0 -0.3
H -0.2 0.1 0.2
H 0.2 0.3 -0.4
H -0.3 -0.3 -0.1
H -0.9 0.4 -0.3
H -0.1 0.6 0.0
C 1.4 1.7 0.6
N -0.2 -0.2 -0.5
C 0.9 -0.6 -1.2
P -2.0 -1.4 0.3
O 0.5 -0.3 0.1
N 0.9 0.3 0.3
C -0.3 0.9 -1.7
C -0.4 0.8 -0.2
N -2.5 0.2 3.2
C -0.3 0.4 0.2
C 0.8 0.0 -1.0
H -0.3 -0.1 0.2
H -0.5 0.3 -0.3
H -0.1 -0.5 -0.3
H 0.0 -0.1 0.1
H -0.1 -0.4 -0.1
H 0.2 -0.2 0.0
H -0.7 -0.1 -0.1
H 0.3 -0.1 -0.1
H -0.2 -0.5 0.5
H -0.1 -0.2 0.1
H 0.6 -0.1 0.6
H 0.6 0.0 -0.5
H 0.1 0.3 0.1
H -0.2 0.2 -0.2
H 0.6 -0.3 0.0
H -0.1 0.1 0.1
H 0.6 0.1 -0.2
H 0.4 -0.1 -0.2
C 1.4 -1.6 -0.3
N 0.2 0.7 0.5
C 0.5 -0.4 0.7
P -1.5 0.1 0.4
O 1.5 2.1 0.8
N -0.8 0.9 -0.1
C -1.6 -0.1 0.2
C 0.0 0.5 0.8
N 0.4 0.4 -2.3
C -0.1 -0.4 0.5
C -0.7 -0.8 1.0
H -0.1 0.1 -0.5
H 0.1 0.0 0.7
H -0.2 0.3 0.0
H 0.3 -0.2 -0.4
H -0.4 0.0 0.1
H -0.2 -0.4 0.0
H 0.3 -0.2 0.4
H -0.2 0.1 -0.3
H 0.7 0.1 -0.5
H 0.3 -0.1 -0.2
H -0.1 -0.7 -0.2
H 0.2 -0.5 0.3
H 0.2 -0.3 -0.4
H -0.2 0.5 -0.2
H 0.0 0.2 -0.1
H 0.4 0.4 -0.4
H -0.3 -0.2 0.2
H 0.3 -0.4 -0.5
C 0.0 -0.2 -1.3
N -0.5 2.0 2.1
C -1.2 -0.4 0.4
P 1.2 -1.5 0.5
O 1.0 2.0 0.0
N 0.3 -0.4 0.6
C -0.4 -1.0 -0.9
C -0.4 0.6 -0.6
N 3.7 -0.6 -0.9
C -0.9 -0.8 0.0
C -1.8 0.2 0.9
H -0.5 0.0 -0.2
H 0.3 0.2 0.1
H -0.3 -0.3 -0.2
H 0.3 -0.3 0.0
H -0.1 0.3 -0.1
H -0.1 0.2 0.0
H -0.5 0.2 0.0
H 0.4 0.5 -0.2
H 0.0 0.0 0.0
H 0.0 -0.6 0.2
H 0.2 0.1 0.2
H -0.1 0.0 -0.2
H 0.1 0.1 -0.4
H -0.8 0.6 0.2
H 0.0 -0.1 0.1
H -0.3 -0.9 -0.1
H 0.2 0.3 0.1
H 0.3 -0.2 -0.3
C -1.3 0.7 0.0
N 2.2 -0.6 -0.8
C -0.7 1.0 0.0
P 0.8 0.2 0.0
O 0.8 -1.2 0.7
N 0.6 0.4 0.0
C -1.6 -1.3 -0.3
C 0.0 -0.9 -0.3
N 0.3 1.3 0.8
C -0.8 0.1 0.2
C -0.7 -0.1 0.0
H 0.1 0.3 -0.3
H -1.1 -0.4 0.2
H 0.6 0.1 0.5
H -0.3 0.2 -0.6
H 0.0 0.1 0.0
H 0.0 -0.4 0.4
H 0.4 -0.2 -0.4
H -0.4 0.5 0.1
H 0.7 0.1 0.1
H -0.3 0.0 -0.1
H 0.1 -0.4 0.1
H 0.3 0.6 -0.2
H -0.1 0.4 -0.2
H 0.2 -0.1 0.0
H -0.1 -0.2 0.1
H 0.3 -0.3 -0.4
H 0.2 -0.3 0.0
H 0.0 0.1 0.3
C -0.3 -0.7 0.3
C 2.2 1.5 -0.9
N -2.0 -1.5 0.7
H 0.3 0.1 0.2
H -0.2 -0.1 -0.2
H -0.1 0.4 -0.2
C -0.7 0.1 1.0
C -0.4 0.4 0.2
N 1.0 0.0 -1.0
H 0.2 -0.4 0.2
H -0.1 -0.1 -0.5
H -0.2 0.0 0.4
C 0.5 -0.8 -0.7
C -0.7 -0.4 1.1
N 0.3 0.2 -0.6
H -0.5 0.1 0.0
H 0.4 0.0 0.0
H -0.1 0.8 0.1